This record from the Open Molecules 2025 dataset describes a 2-piece molecular cluster, C5H13NO overall. The level of theory is ωB97M-V/def2-TZVPD.

Structure (XYZ):
```
20
Properties=species:S:1:pos:R:3:nbo_charge:R:1
C -1.23441 1.23827 -0.68288 -0.62
C -0.61222 -0.04098 -1.20852 -0.43
C 0.66607 -0.38690 -0.42296 -0.05
C 0.65516 -0.44630 0.90693 -0.03
N 1.75213 -0.64638 1.80954 -0.84
C 1.98165 -0.57473 -1.13960 -0.64
H -0.49020 1.73458 -0.07471 0.21
H -1.63755 1.97012 -1.37248 0.22
H -1.95146 0.90389 0.03360 0.19
H -1.24514 -0.94049 -1.24105 0.21
H -0.30999 0.09873 -2.29924 0.20
H -0.23347 -0.30493 1.51003 0.18
H 2.63172 -0.86377 1.37289 0.36
H 1.85126 0.14035 2.43249 0.37
H 2.65347 -1.17601 -0.55435 0.20
H 2.37737 0.38556 -1.44590 0.22
H 1.68562 -1.15139 -2.05893 0.21
H -3.01951 -0.55038 0.91867 0.48
H -2.41439 0.62946 1.80847 0.47
O -3.10612 -0.01872 1.70800 -0.94
```

## Properties
Total energy ... -8932.2581 eV
Structure (SMILES) ... CC/C(C)=C/N.O
Total charge ... 0
ΔE to the lowest compared entry with this formula, charge and spin ... 40.4 kcal/mol
Highest occupied orbital energy ... -0.301 Eh

=====

This record from the Open Molecules 2025 dataset describes C19H32F3N6O4Pr as an isolated structure. The level of theory is ωB97M-V/def2-TZVPD.

Structure (XYZ):
```
65
Properties=species:S:1:pos:R:3:nbo_charge:R:1
Pr 0.01998 -0.13199 0.35443 1.19
N 1.75155 0.63685 2.34440 -0.82
C 1.46186 2.03937 2.72675 -0.28
C -0.04357 2.19764 2.83556 0.65
O -0.53684 2.64709 3.87023 -0.67
N -0.69661 1.76383 1.73839 -0.78
C -2.14034 1.65878 1.87779 -0.32
C -2.54295 0.35249 1.21019 0.78
O -3.39263 0.29137 0.34086 -0.61
O -1.76016 -0.66921 1.55594 -0.83
H 1.47434 0.04799 3.12279 0.38
H 2.74566 0.48440 2.22265 0.38
H 1.84062 2.68248 1.93277 0.22
H 1.91371 2.32148 3.67549 0.20
H -2.68570 2.47440 1.39545 0.20
H -2.43496 1.63169 2.93126 0.24
C 2.03408 -3.09203 1.67342 -0.40
N 0.65856 -2.60479 1.77778 -0.44
C 0.32202 -2.42593 3.19350 -0.40
C -0.26701 -3.60842 1.21830 -0.22
C -0.33794 -3.60235 -0.29317 -0.23
N -1.11778 -2.46753 -0.81410 -0.45
C -0.99896 -2.45195 -2.28166 -0.40
C -2.54504 -2.66266 -0.50738 -0.41
H 2.15879 -4.00292 2.27699 0.17
H 2.72919 -2.33294 2.02928 0.21
H 2.28521 -3.30533 0.63753 0.22
H 0.24730 -3.39705 3.70355 0.18
H -0.62217 -1.89378 3.29686 0.24
H 1.11249 -1.86611 3.69526 0.19
H -1.24984 -3.42461 1.64840 0.22
H 0.04122 -4.60881 1.55816 0.19
H -0.79356 -4.54382 -0.63613 0.18
H 0.66041 -3.54793 -0.72718 0.24
H -1.49488 -3.33267 -2.71169 0.17
H 0.04997 -2.45724 -2.56169 0.23
H -1.46999 -1.55268 -2.67565 0.21
H -2.87416 -3.61655 -0.94272 0.17
H -3.12067 -1.84373 -0.93037 0.23
H -2.73269 -2.64921 0.55966 0.23
C -3.07205 1.42530 -2.78311 -0.70
C -1.86822 1.81954 -1.99462 0.75
O -1.17195 0.93869 -1.47042 -0.66
N -1.54419 3.10658 -1.85895 -0.57
C -0.46452 3.52460 -0.96461 -0.27
C 0.92014 3.09996 -1.40315 0.23
C 1.49111 3.65182 -2.53824 -0.24
C 2.79808 3.33349 -2.86319 -0.15
C 3.49598 2.48191 -2.02716 -0.24
C 2.84158 1.96184 -0.92507 0.08
N 1.57321 2.23897 -0.60922 -0.43
H -3.68291 0.80806 -2.12429 0.28
H -2.74737 0.81789 -3.62817 0.24
H -3.65431 2.27115 -3.14714 0.21
H -2.17611 3.79082 -2.23497 0.41
H -0.64422 3.14052 0.03823 0.28
H -0.50194 4.61346 -0.92630 0.22
H 0.91207 4.33548 -3.14709 0.22
H 3.26318 3.75348 -3.74634 0.22
H 4.52011 2.20019 -2.22985 0.23
H 3.34581 1.25258 -0.28163 0.21
F 1.09446 -0.41814 -1.85214 -0.42
C 2.12795 -1.45605 -1.50303 0.64
F 3.20942 -0.91765 -2.05474 -0.35
F 2.28624 -0.91206 -0.04672 -0.47
```

## Properties
Total energy ... -59577.7847 eV
<S²> ... 2.002
Total charge ... 0
Spin multiplicity ... 3
ΔE to the lowest compared entry with this formula, charge and spin ... 6.6 kcal/mol
Highest occupied orbital energy (spin up / spin down) ... -0.297 / -0.298 Eh

=====

This record from the Open Molecules 2025 dataset describes a single C6H7NO2 molecule. The level of theory is ωB97M-V/def2-TZVPD.

Structure (XYZ):
```
16
Properties=species:S:1:pos:R:3:nbo_charge:R:1
C -1.95470 -0.92490 0.08974 -0.10
C -0.74625 -0.26355 0.23465 -0.04
C -0.67860 1.02703 0.38258 -0.20
C 0.47107 1.79637 0.01527 -0.21
C 1.71299 1.10782 -0.20882 -0.06
C 0.55940 -0.90653 -0.16565 0.06
H -3.91518 -0.32899 -0.39216 0.49
H -1.80116 -1.82996 -0.67425 0.19
H -2.00014 -1.52762 0.99297 0.20
H -1.47147 1.61838 0.62705 0.23
H 0.57580 2.88942 0.01999 0.24
H 2.83184 1.14286 -0.52256 0.27
H 0.46069 -1.88013 0.15207 0.20
N 1.64608 -0.36743 -0.20672 0.05
O -2.97918 0.07638 -0.27645 -0.72
O 2.68089 -1.14255 0.17113 -0.60
```

## Properties
Total energy ... -11914.6194 eV
Structure (SMILES) ... [O-][n+]1cccc(CO)c1
Total charge ... 0
ΔE to the lowest compared entry with this formula, charge and spin ... 134.0 kcal/mol
Highest occupied orbital energy ... -0.312 Eh

=====

This record from the Open Molecules 2025 dataset describes C27H35N5O2OsP2 as an isolated structure. The level of theory is ωB97M-V/def2-TZVPD.

Structure (XYZ):
```
72
Properties=species:S:1:pos:R:3:lowdin_charge:R:1
Os -0.89782 -1.33346 3.12062 1.20
C 2.07729 -0.55216 -5.32503 -0.08
C 2.55355 0.12148 -4.27126 -0.09
C 2.46556 1.58688 -3.93377 -0.15
C 1.39570 2.42165 -4.67179 -0.13
C -0.00929 1.91857 -4.44257 0.08
C -0.66639 0.94458 -5.08345 0.08
C -0.22738 0.06237 -6.22263 -0.12
C 1.28875 -0.03230 -6.50290 -0.17
C -2.71868 -1.60782 4.15051 -0.31
H 2.25148 -1.62837 -5.33112 0.12
H 3.09350 -0.46467 -3.52654 0.10
H 3.45114 2.05124 -4.09528 0.14
H 2.28178 1.66650 -2.85305 0.11
H 1.46217 3.44880 -4.29421 0.13
H 1.63239 2.47661 -5.73581 0.12
H -0.53987 2.40307 -3.62264 0.14
H -1.68200 0.74070 -4.74175 0.14
H -0.73840 0.38545 -7.14324 0.16
H -0.60589 -0.94973 -6.02149 0.15
H 1.42501 -0.72318 -7.34335 0.13
H 1.66749 0.93321 -6.84305 0.11
H -2.90435 -2.67355 4.37795 0.03
H -3.57523 -1.21490 3.56495 -0.02
H -2.66301 -1.04268 5.10462 0.03
P -1.69914 0.47069 1.92602 0.85
P 1.06485 -0.91224 1.98059 0.84
N -3.04133 0.20685 0.85911 -0.25
N -2.27743 1.91188 2.73406 -0.24
N 1.27548 -1.80781 0.50423 -0.24
N 2.61405 -1.02850 2.75919 -0.25
C -0.37043 1.14771 0.79480 -0.34
C 1.02584 0.84297 1.36358 -0.34
C -3.54928 -1.06670 0.57904 -0.14
C -4.46659 -0.94139 -0.44374 -0.07
C -4.52504 0.44503 -0.80906 -0.07
C -3.63803 1.13181 -0.00430 -0.12
C -3.26218 1.89097 3.72329 -0.12
C -3.24804 3.11202 4.36941 -0.05
C -2.20579 3.90139 3.78299 -0.06
C -1.61619 3.14087 2.79133 -0.13
C 0.78896 -3.11189 0.35908 -0.12
C 1.11723 -3.55635 -0.90579 -0.06
C 1.82677 -2.50017 -1.56545 -0.07
C 1.91421 -1.43922 -0.68527 -0.15
C 3.88506 -0.98108 2.18173 -0.11
C 4.81338 -0.90979 3.20266 -0.06
C 4.09652 -0.90084 4.44453 -0.06
C 2.74957 -0.97581 4.15027 -0.14
H -0.52171 2.22601 0.60006 0.08
H -0.52107 0.60987 -0.16202 0.09
H 1.82119 1.04462 0.62338 0.08
H 1.24275 1.45783 2.25898 0.10
H -3.19111 -1.92772 1.14816 0.09
H -5.04809 -1.75662 -0.87955 0.11
H -5.16423 0.89222 -1.57423 0.11
H -3.38841 2.19201 0.06551 0.12
H -3.88821 1.00723 3.85588 0.11
H -3.92564 3.41476 5.17033 0.12
H -1.92924 4.92312 4.04948 0.11
H -0.78622 3.36583 2.11992 0.10
H 0.24690 -3.57744 1.18384 0.10
H 0.86652 -4.53570 -1.32151 0.12
H 2.22453 -2.51550 -2.58391 0.09
H 2.36766 -0.45541 -0.80243 0.10
H 4.00783 -1.04395 1.10005 0.11
H 5.89853 -0.88742 3.07447 0.12
H 4.52644 -0.86362 5.44817 0.12
H 1.86007 -1.00853 4.78148 0.09
O 0.40232 -3.81377 5.96646 0.10
N -0.06740 -2.87997 5.39243 -0.18
O -0.12338 -2.87655 4.07905 -0.37
```

## Properties
Total energy ... -61133.7077 eV
<S²> ... 6.020
Total charge ... +2
Spin multiplicity ... 5
ΔE to the lowest compared entry with this formula, charge and spin ... 0.0 kcal/mol
Highest occupied orbital energy (spin up / spin down) ... -0.487 / -0.487 Eh

=====

This record from the Open Molecules 2025 dataset describes C5H12N2O as an isolated structure. The level of theory is ωB97M-V/def2-TZVPD.

Structure (XYZ):
```
20
Properties=species:S:1:pos:R:3:nbo_charge:R:1
C -0.85192 -0.02639 -0.92149 -0.11
C 1.35512 0.29873 -1.16675 -0.14
C -0.43363 1.42605 1.73003 -0.61
C -0.68096 -0.66672 0.29894 0.31
N -1.38099 -0.70478 -2.03880 -0.82
N 2.04048 0.15481 -0.01992 -0.77
C -0.14332 -0.03547 1.43869 -0.47
O -0.65768 -2.04438 0.21404 -0.70
H -0.45118 -2.41289 1.07967 0.48
H -1.08358 1.02816 -0.89498 0.21
H -1.16807 -0.25281 -2.91682 0.37
H -1.12035 -1.68128 -2.06823 0.38
H 2.39726 -0.79778 0.05145 0.35
H 1.17620 0.10275 0.91011 0.33
H 1.18543 1.31401 -1.51050 0.17
H 1.39085 -0.46598 -1.93677 0.17
H -0.08462 -0.66840 2.32444 0.21
H -1.49508 1.61367 1.91492 0.21
H 0.12529 1.75086 2.60866 0.22
H -0.11926 2.06784 0.90330 0.21
```

## Properties
Total energy ... -10404.5715 eV
Total charge ... 0
ΔE to the lowest compared entry with this formula, charge and spin ... 88.8 kcal/mol
Highest occupied orbital energy ... -0.275 Eh

=====

This record from the Open Molecules 2025 dataset describes C2H14O8V as an isolated structure. The level of theory is ωB97M-V/def2-TZVPD.

Structure (XYZ):
```
25
Properties=species:S:1:pos:R:3:lowdin_charge:R:1
O -1.21079 0.22127 0.15763 -0.35
V 0.23497 0.60645 0.65477 0.90
O -0.03090 1.72510 1.73888 -0.39
C 1.85872 -1.17999 -1.83023 -0.38
O 0.97421 -1.18143 -0.77400 -0.40
H 2.72650 -0.49857 -1.71739 0.03
H 2.26886 -2.20513 -1.94570 0.05
H 1.34937 -1.04168 -2.80879 0.04
C -0.38207 -1.06531 3.21883 -0.37
O 0.56331 -1.09591 2.22839 -0.35
H -0.20555 -0.24187 3.94798 0.05
H -1.41317 -0.79782 2.91144 0.05
H -0.52170 -1.96853 3.83721 0.05
O -3.65417 0.54248 -1.53003 -0.06
H -3.64812 0.86075 -0.62037 0.03
H -3.57433 1.33640 -2.06447 0.03
O -1.89200 -1.98776 -1.39012 -0.09
H -2.31729 -1.20570 -1.02845 -0.03
H -1.08955 -1.63795 -1.79476 0.00
O 0.62216 2.37604 -0.91822 -0.04
H 0.49103 2.16067 -1.84844 0.08
H 0.26099 3.25905 -0.80285 0.07
O 2.48238 0.99078 0.86148 -0.06
H 3.18556 0.64501 1.41639 0.08
H 2.92157 1.38365 0.10082 0.06
```

## Properties
Total energy ... -44368.4116 eV
Total charge ... -1
Highest occupied orbital energy ... -0.139 Eh

=====

This record from the Open Molecules 2025 dataset describes a 7-piece molecular cluster, C10H8Cl24NS overall. The level of theory is ωB97M-V/def2-TZVPD.

Structure (XYZ):
```
44
Properties=species:S:1:pos:R:3:nbo_charge:R:1
C -0.33706 -2.21734 0.51892 -0.69
C 0.51130 -1.84259 -0.67000 0.36
N 0.44022 -0.70953 -1.24344 -0.66
C 1.46729 -2.89033 -1.16716 -0.50
C 2.97475 -2.65040 -0.87215 -0.77
S 3.37173 -1.43571 0.34234 -0.13
H -0.83165 -3.17376 0.32906 0.21
H -1.10505 -1.45905 0.68229 0.19
H 0.27987 -2.33992 1.41309 0.23
H -0.22344 -0.11266 -0.74356 0.30
H 1.16767 -3.86017 -0.74335 0.16
H 1.29670 -2.95826 -2.25193 0.20
H 3.37840 -3.59486 -0.48852 0.14
H 2.90123 -1.84925 1.57584 -0.02
C -0.53684 3.08459 -3.09099 -0.23
Cl 0.62483 1.96028 -3.76389 0.10
Cl 0.22381 4.66440 -2.83738 0.04
Cl -1.90133 3.28835 -4.21311 0.02
Cl -1.12788 2.46545 -1.55211 0.06
C -4.77329 0.11969 0.65733 -0.23
Cl -4.52913 -0.04423 2.39816 0.05
Cl -3.25149 -0.11332 -0.18976 0.08
Cl -5.94213 -1.09052 0.11233 0.05
Cl -5.40088 1.73757 0.30479 0.04
C 7.46724 -1.87239 1.58695 -0.22
Cl 9.09375 -2.16434 2.25013 0.02
Cl 6.71569 -3.39909 1.16123 0.09
Cl 6.50601 -1.04957 2.82361 0.05
Cl 7.59002 -0.86011 0.15442 0.07
C 9.39999 2.94568 2.61649 -0.23
Cl 10.88023 2.40888 3.42890 0.04
Cl 8.74413 4.34613 3.47854 0.04
Cl 9.78901 3.41632 0.95681 0.05
Cl 8.22576 1.64350 2.60634 0.09
C -8.69755 1.79738 2.76915 -0.23
Cl -8.82889 0.82991 1.30097 0.06
Cl -10.31410 2.09843 3.42377 0.05
Cl -7.73210 0.92930 3.96208 0.06
Cl -7.92239 3.33903 2.39496 0.06
C -5.91707 0.12340 -3.88528 -0.23
Cl -5.14416 -1.43032 -3.57611 0.07
Cl -4.77939 1.41940 -3.52611 0.07
Cl -6.41003 0.21327 -5.58150 0.05
Cl -7.34381 0.28672 -2.85214 0.04
```

## Properties
Total energy ... -323360.1682 eV
Total charge ... -1
Highest occupied orbital energy ... -0.078 Eh

=====

This record from the Open Molecules 2025 dataset describes a 2-piece molecular cluster, C4H11N3S overall. The level of theory is ωB97M-V/def2-TZVPD.

Structure (XYZ):
```
19
Properties=species:S:1:pos:R:3:nbo_charge:R:1
C 2.08159 -0.45374 -0.71450 -0.63
C 0.57330 -0.46058 -0.13384 -0.09
C 0.66442 -0.34158 1.48527 -0.67
C -1.84141 0.33944 -0.25354 0.59
H 2.74641 0.39861 -0.44286 0.23
H 1.92628 -0.41591 -1.78857 0.22
H 2.54916 -1.45859 -0.20267 0.22
H 0.02907 -1.37923 -0.35316 0.20
H 1.87870 -0.79694 1.64718 0.22
H 0.56106 0.91052 1.82872 0.24
H -0.31177 -1.20213 2.18521 0.23
H 1.16572 2.38730 -1.40468 0.16
H -1.76587 -1.58210 -1.18460 0.40
H -3.26852 -1.04017 -0.40867 0.42
H -2.13003 2.10595 0.74661 0.38
N -0.41076 0.54550 -0.64230 -0.56
N -2.20280 -1.00658 -0.53818 -0.85
N -2.59819 1.26042 0.31584 -0.77
S 0.35362 2.18981 -0.14126 0.06
```

## Properties
Total energy ... -19626.8933 eV
Total charge ... 0
ΔE to the lowest compared entry with this formula, charge and spin ... 121.5 kcal/mol
Highest occupied orbital energy ... -0.330 Eh